1.
The molecule C2H7IP2, computed with wB97M-V/def2-TZVPD.

```
! wB97M-V def2-TZVPD RIJCOSX def2/J DEFGRID3
* xyz 0 1
C -0.2072 0.2401 -1.5659
C -0.1784 1.0527 -0.2777
P 0.9201 0.2970 1.0329
P -0.3439 -1.3908 1.5667
I 0.7843 -3.1351 0.2853
H 0.7948 0.1283 -1.9757
H -0.6236 -0.7515 -1.3909
H -0.8272 0.7388 -2.3093
H -1.1876 1.1658 0.1269
H 0.2218 2.0510 -0.4773
H 0.2530 1.2449 2.2559
H 0.3939 -1.6412 2.7292
*
```

Results
Relative energy (zero: lowest compared OMol25 entry of this formula, charge and spin) in kcal per mole: 0.0
F_max in eV/A: 3.0
SMILES: CC[PH]#[PH]I
Gap between HOMO and LUMO in eV: 8.8

***

2.
The molecule C2H7ISi, computed with wB97M-V/def2-TZVPD.

```
! wB97M-V def2-TZVPD RIJCOSX def2/J DEFGRID3
* xyz 0 1
C 0.5135 0.5762 0.2053
C 0.7565 -0.7940 -0.7252
Si -1.3541 0.5337 0.6154
I 2.4917 -0.7481 -1.9685
H 1.0523 1.4130 -0.2565
H 1.1061 0.2994 1.1168
H 0.9766 -1.6815 0.0093
H -0.0914 -1.0353 -1.4610
H -1.9098 -0.2167 -0.4858
H -1.8823 1.8979 1.0512
H -1.6591 -0.2446 1.8991
*
```

Results
Relative energy (zero: lowest compared OMol25 entry of this formula, charge and spin) in kcal per mole: 57.9
F_max in eV/A: 3.1
SMILES: [SiH3]CCI
Gap between HOMO and LUMO in eV: 9.9

***

3.
The molecule C2H7N2, computed with wB97M-V/def2-TZVPD.

```
! wB97M-V def2-TZVPD RIJCOSX def2/J DEFGRID3
* xyz 0 2
C -0.5415 -0.6892 -1.4945
N 0.6264 0.0531 1.8230
C 0.0645 0.6602 0.4972
N 0.3426 -0.4030 -0.4297
H -1.5682 -0.8060 -1.1325
H -0.7417 0.2004 -2.0977
H -0.1383 -1.4194 -2.1148
H 1.3410 -0.7164 1.6679
H 0.9582 0.7286 2.3909
H -0.9192 0.7843 0.7468
H 0.5762 1.6076 0.1434
*
```

Results
Relative energy (zero: lowest compared OMol25 entry of this formula, charge and spin) in kcal per mole: 18.6
F_max in eV/A: 4.7
Gap between HOMO and LUMO (alpha / beta) in eV: 10.2 / 9.2

***

4.
A structure of composition C2H7N2, computed with wB97M-V/def2-TZVPD.

```
! wB97M-V def2-TZVPD RIJCOSX def2/J DEFGRID3
* xyz 1 1
C 1.1496 -0.3938 -1.8167
N 1.2498 0.1675 -0.6224
H 0.2007 -0.4105 -2.3721
H 2.0500 -0.6598 -2.3861
H 1.4462 1.0161 -1.2855
C -1.5855 -0.0181 1.4800
N -0.3853 0.5311 1.3193
H -2.2831 0.4998 2.1443
H -1.9091 -0.9097 0.9333
H 0.3648 0.2434 0.3502
H -0.2980 -0.0660 2.2556
*
```

Results
Relative energy (zero: lowest compared OMol25 entry of this formula, charge and spin) in kcal per mole: 168.7
F_max in eV/A: 2.4
Gap between HOMO and LUMO in eV: 8.6

***

5.
A structure of composition C2H7N2O, computed with wB97M-V/def2-TZVPD.

```
! wB97M-V def2-TZVPD RIJCOSX def2/J DEFGRID3
* xyz 1 1
C -1.8383 -0.5953 -0.7540
C 1.4283 0.8785 1.4808
N -1.0151 -1.0439 -1.5634
N 1.4649 0.0210 0.5258
O 0.1749 -0.5820 -1.6624
H -1.6752 0.2942 -0.2512
H -2.8807 -1.0859 -0.6305
H 2.2072 0.9985 2.2220
H 0.7613 1.7183 1.5120
H 2.3158 -0.5740 0.6165
H -1.1033 -1.9479 -2.0418
H 0.5849 -0.1300 -0.4539
*
```

Results
Relative energy (zero: lowest compared OMol25 entry of this formula, charge and spin) in kcal per mole: 94.0
F_max in eV/A: 5.7
Gap between HOMO and LUMO in eV: 10.6

***

6.
A cluster of 2 separate species, C2H7N2O in total, computed with wB97M-V/def2-TZVPD.

```
! wB97M-V def2-TZVPD RIJCOSX def2/J DEFGRID3
* xyz 1 1
C -0.1573 -0.2319 -0.9788
C 1.3732 -0.9752 -2.8557
N 0.6084 -0.6453 -1.7593
N -1.4004 1.3936 2.0638
O -0.8697 0.2272 -0.1807
H -1.1109 1.0036 1.0223
H 2.0445 -1.6955 -2.4749
H 0.5826 -1.4316 -3.6777
H 1.9379 -0.1116 -3.2647
H -0.7396 1.7161 2.7528
H -2.0794 0.9166 2.5589
H -1.8124 2.3915 1.9839
*
```

Results
Relative energy (zero: lowest compared OMol25 entry of this formula, charge and spin) in kcal per mole: 32.7
F_max in eV/A: 5.0
Gap between HOMO and LUMO in eV: 10.9

***

7.
A cluster of 2 separate species, C2H7N2O in total, computed with wB97M-V/def2-TZVPD.

```
! wB97M-V def2-TZVPD RIJCOSX def2/J DEFGRID3
* xyz 1 1
C 1.7820 -0.5467 -0.0856
C -1.9019 0.5370 0.0742
N 1.1360 0.6451 -0.1324
N -0.7476 -0.1978 0.0128
O -0.6014 -1.2724 0.5173
H 2.0693 -0.7556 1.0502
H 1.1045 -1.4561 -0.2658
H 2.7364 -0.6992 -0.8185
H -1.9580 1.3225 0.8519
H -2.6613 -0.0539 0.4351
H -1.9440 1.2943 -0.6365
H 0.9860 1.1827 -1.0028
*
```

Results
Relative energy (zero: lowest compared OMol25 entry of this formula, charge and spin) in kcal per mole: 180.1
F_max in eV/A: 4.7
Gap between HOMO and LUMO in eV: 8.4

***

8.
A cluster of 2 separate species, C2H7N2O3S in total, computed with wB97M-V/def2-TZVPD.

```
! wB97M-V def2-TZVPD RIJCOSX def2/J DEFGRID3
* xyz -1 1
C -0.0283 -0.4693 1.2805
C 0.9258 -0.7879 -0.9332
N -0.9840 -2.0142 -0.3265
N -0.2333 -0.9186 -0.0783
O 0.9846 2.2701 -0.2881
O -1.2748 2.5615 0.6978
O -0.9768 2.6831 -1.7673
S -0.4886 2.1265 -0.4825
H 0.5820 -1.1835 1.8596
H 0.4708 0.4971 1.2666
H -0.9940 -0.3528 1.7753
H 0.6254 -0.9974 -1.9575
H 1.3044 0.2299 -0.8602
H 1.7129 -1.4960 -0.6406
H -1.6259 -2.1483 0.4545
*
```

Results
Relative energy (zero: lowest compared OMol25 entry of this formula, charge and spin) in kcal per mole: 37.3
F_max in eV/A: 1.1
Gap between HOMO and LUMO (alpha / beta) in eV: 7.4 / 7.8

***

9.
A structure of composition C2H7N2O6P3S, computed with wB97M-V/def2-TZVPD.

```
! wB97M-V def2-TZVPD RIJCOSX def2/J DEFGRID3
* xyz 0 1
O 1.9201 -3.5732 -2.3889
P 2.0257 -2.6254 -1.2392
P 0.2008 -1.4083 -1.0572
N 0.3839 -0.2060 -2.3384
C 0.5779 0.8724 -1.8475
S 0.3032 2.2544 -1.1269
P -1.5345 -2.6154 -1.5855
O -1.9573 -2.1654 -2.9172
O -2.7728 -2.3735 -0.5312
O -1.2652 -4.2141 -1.6273
H 3.0489 -1.6585 -1.4887
H 2.2061 -3.2705 0.0122
H -2.6982 -1.4336 -0.2763
H -0.3155 -4.4339 -1.5920
C 0.3016 4.2289 3.2707
N -0.4241 3.3285 2.3338
O -0.4525 2.1435 2.6015
O -0.9390 3.8481 1.3620
H 0.7055 3.6331 4.0827
H 1.0985 4.7108 2.7100
H -0.4131 4.9580 3.6434
*
```

Results
F_max in eV/A: 3.5
Gap between HOMO and LUMO in eV: 8.6

***

10.
The molecule C2H7N2OP, computed with wB97M-V/def2-TZVPD.

```
! wB97M-V def2-TZVPD RIJCOSX def2/J DEFGRID3
* xyz 0 1
C 1.2796 -0.0992 -0.5971
C 0.4946 -1.0058 0.3646
N 0.6934 1.1509 -0.8270
N -2.1925 0.6405 0.9208
O -0.7694 -1.2073 -0.2384
P -1.7235 0.0134 -0.6346
H 2.2928 -0.0322 -0.0774
H 1.6051 -0.6694 -1.5147
H 0.7351 -2.0036 0.5815
H 0.6567 -0.4642 1.4129
H 0.8884 1.4224 -1.8254
H -2.5785 1.5996 0.9676
H -1.3819 0.6550 1.4671
*
```

Results
Relative energy (zero: lowest compared OMol25 entry of this formula, charge and spin) in kcal per mole: 80.7
F_max in eV/A: 3.8
Gap between HOMO and LUMO in eV: 7.7

***

11.
A cluster of 2 separate species, C2H7N2S in total, computed with wB97M-V/def2-TZVPD.

```
! wB97M-V def2-TZVPD RIJCOSX def2/J DEFGRID3
* xyz -1 1
C 2.5724 0.3018 0.9976
S 1.5131 1.5525 0.3035
H 2.9415 -0.2383 0.1412
H 1.9448 -0.6252 1.4149
H 3.2392 0.7424 1.8286
N -0.7813 -0.4907 -1.2168
C -2.0055 0.0699 -0.8267
N -2.9571 -0.7487 -0.4227
H -0.8246 -1.3287 -0.6543
H 0.0226 0.1069 -1.0416
H -2.1477 1.1232 -0.9822
H -3.5173 -0.4653 0.4585
*
```

Results
Relative energy (zero: lowest compared OMol25 entry of this formula, charge and spin) in kcal per mole: 36.3
F_max in eV/A: 2.9
Gap between HOMO and LUMO in eV: 6.6

***

12.
A structure of composition C2H7N2S, computed with wB97M-V/def2-TZVPD.

```
! wB97M-V def2-TZVPD RIJCOSX def2/J DEFGRID3
* xyz 1 3
C -0.4769 -0.8328 1.4009
C -0.2453 -0.0044 -1.5119
N 0.5990 -0.0582 1.6017
N 0.0175 1.1596 -1.0017
S -1.2826 -1.2891 0.0492
H -0.8305 -1.4434 2.2126
H 0.4619 -0.7778 -1.5887
H -1.0099 -0.1585 -2.2456
H 1.2208 -0.1667 2.3601
H 0.9270 1.4074 -0.7170
H 1.2813 0.4283 0.8686
H -0.6623 1.7355 -1.4283
*
```

Results
Relative energy (zero: lowest compared OMol25 entry of this formula, charge and spin) in kcal per mole: 43.8
F_max in eV/A: 5.8
Gap between HOMO and LUMO (alpha / beta) in eV: 6.7 / 6.3

***

13.
The molecule C2H7N3, computed with wB97M-V/def2-TZVPD.

```
! wB97M-V def2-TZVPD RIJCOSX def2/J DEFGRID3
* xyz 0 1
C 0.8709 0.2238 -0.3361
C -0.5008 -0.0910 0.3584
H 1.9705 -0.5083 -1.7737
H 0.2201 -0.9559 -1.9520
H 1.7010 -0.0092 0.3324
H 0.8838 1.2905 -0.5917
H -1.6930 0.5572 1.8648
H -0.7134 1.7674 1.2854
H -1.8489 -1.2958 0.8243
N 0.9782 -0.5250 -1.5406
N -0.8186 0.7236 1.3894
N -1.0497 -1.1773 0.1393
*
```

Results
Relative energy (zero: lowest compared OMol25 entry of this formula, charge and spin) in kcal per mole: 22.2
F_max in eV/A: 4.0
SMILES: [H]/N=C(\N)CN
Gap between HOMO and LUMO in eV: 9.4

***

14.
The molecule C2H7N3, computed with wB97M-V/def2-TZVPD.

```
! wB97M-V def2-TZVPD RIJCOSX def2/J DEFGRID3
* xyz 0 1
C -1.7998 0.1075 -0.0188
C 0.6611 0.1910 -0.1072
H -1.8886 0.5237 1.0242
H -2.5974 -0.6518 -0.1648
H -1.9611 0.8632 -0.7652
H -0.4838 -1.5774 -0.0224
H 2.6578 -0.0361 0.1789
H 1.8507 -1.5892 0.1091
H 1.6152 1.7900 -0.0090
N -0.5201 -0.5541 -0.1032
N 1.8269 -0.5838 -0.0690
N 0.6392 1.5169 -0.0524
*
```

Results
Relative energy (zero: lowest compared OMol25 entry of this formula, charge and spin) in kcal per mole: 6.1
F_max in eV/A: 3.0
SMILES: [H]/N=C(\N)NC
Gap between HOMO and LUMO in eV: 9.4

***

15.
The molecule C2H7N3O, computed with wB97M-V/def2-TZVPD.

```
! wB97M-V def2-TZVPD RIJCOSX def2/J DEFGRID3
* xyz 0 1
C 1.8124 -0.6012 1.3482
C -1.9897 0.0126 -1.2863
N 0.1556 -0.4997 -0.2864
N 1.1722 0.1390 0.2375
N -0.9165 0.4792 -0.3784
O -0.7013 1.6903 -0.1202
H 2.6960 -0.9317 0.8632
H 1.9237 0.0418 2.1550
H 1.1565 -1.4088 1.5088
H -1.8088 0.6424 -2.2071
H -2.9041 0.3297 -0.7268
H -1.7529 -1.0296 -1.4266
H 1.1570 1.1359 0.3189
*
```

Results
Relative energy (zero: lowest compared OMol25 entry of this formula, charge and spin) in kcal per mole: 123.2
F_max in eV/A: 5.5
SMILES: CN/N=[N+](/C)[O-]
Gap between HOMO and LUMO (alpha / beta) in eV: 8.7 / 8.7

***

16.
A structure of composition C2H7N3O, computed with wB97M-V/def2-TZVPD.

```
! wB97M-V def2-TZVPD RIJCOSX def2/J DEFGRID3
* xyz 0 1
C -0.0927 -0.5286 -0.4094
N 0.6138 -1.7615 -0.3732
N 0.4410 0.2681 -1.4288
O -1.3603 -0.5599 -0.1206
H 1.1419 0.9173 -1.0869
H 0.9049 -2.1007 -1.2795
H 0.2236 -2.4224 0.2837
H -0.1976 0.7650 -2.0303
C -0.1846 0.6658 1.1965
N 0.0965 1.8840 0.8828
H -0.6416 2.5349 1.1545
H 0.3602 -0.0255 1.8325
H -1.3051 0.3636 1.3785
*
```

Results
Relative energy (zero: lowest compared OMol25 entry of this formula, charge and spin) in kcal per mole: 102.6
F_max in eV/A: 6.2
Gap between HOMO and LUMO in eV: 8.7

***

17.
The molecule C2H7N3O, computed with wB97M-V/def2-TZVPD.

```
! wB97M-V def2-TZVPD RIJCOSX def2/J DEFGRID3
* xyz 0 1
C -0.3725 -0.5974 -1.8431
C -0.3509 1.0140 0.2063
H -1.3395 -0.2175 -2.0272
H 0.4869 -0.1370 -2.3364
H -0.4948 -1.7074 -2.0942
H 1.7089 -0.6606 -0.3448
H -0.2178 1.6427 -0.8049
H 0.5442 0.8927 3.1831
H 0.0094 -0.5583 2.2597
N -0.2877 -0.3996 -0.2934
N -0.3310 1.3290 1.4501
N -0.3348 0.4713 2.5775
O 0.9795 -1.0718 0.0674
*
```

Results
Relative energy (zero: lowest compared OMol25 entry of this formula, charge and spin) in kcal per mole: 133.5
F_max in eV/A: 4.3
SMILES: CN(O)/C=N\N
Gap between HOMO and LUMO in eV: 9.7

***

18.
A cluster of 2 separate species, C2H7N3O2 in total, computed with wB97M-V/def2-TZVPD.

```
! wB97M-V def2-TZVPD RIJCOSX def2/J DEFGRID3
* xyz 0 1
C -0.8116 0.5687 -0.4034
C 1.4952 -1.7463 1.8932
N -1.4180 1.0555 -1.4795
N 0.2786 -1.2882 2.0499
N 0.4138 0.4109 -0.1530
O -0.7174 -1.9337 2.5379
O 2.4995 -1.0223 1.4052
H -1.4220 0.4305 0.5535
H 1.7937 -2.6332 2.4117
H -0.8818 1.0512 -2.2549
H -2.3804 1.1186 -1.4768
H 0.2316 -0.3493 1.5810
H 1.1253 0.5788 -0.9627
H 2.2949 -0.3871 0.7995
*
```

Results
Relative energy (zero: lowest compared OMol25 entry of this formula, charge and spin) in kcal per mole: 108.1
F_max in eV/A: 4.0
SMILES: [O-]/[NH+]=C/O.[H]/N=C\N
Gap between HOMO and LUMO (alpha / beta) in eV: 8.1 / 8.1

***

19.
A cluster of 2 separate species, C2H7N3O2 in total, computed with wB97M-V/def2-TZVPD.

```
! wB97M-V def2-TZVPD RIJCOSX def2/J DEFGRID3
* xyz 0 1
C 0.5878 1.5682 1.2461
C -0.0532 0.9298 -0.2050
N -1.3913 0.9208 -0.1767
N 0.6968 0.1771 -1.0371
N 2.0779 -0.0424 -1.0865
O -0.3302 1.8935 1.9881
O 1.7470 1.4331 1.3633
H -0.9713 -1.2669 1.2352
H -1.6576 1.3609 0.6195
H -1.8656 0.0851 -0.4771
H 0.2952 -0.5625 -1.5594
H -1.0890 -1.4906 1.9185
H 2.5078 0.5889 -0.3567
H 2.4455 0.1060 -2.0081
*
```

Results
Relative energy (zero: lowest compared OMol25 entry of this formula, charge and spin) in kcal per mole: 84.7
F_max in eV/A: 4.8
Gap between HOMO and LUMO in eV: 10.0

***

20.
A structure of composition C2H7N3O2, computed with wB97M-V/def2-TZVPD.

```
! wB97M-V def2-TZVPD RIJCOSX def2/J DEFGRID3
* xyz 0 1
C -0.3927 -0.2324 -0.3444
C -0.3451 1.0859 0.5171
H 1.8532 -0.8219 0.6928
H 2.7066 -0.2037 -0.5612
H 0.5913 0.9746 1.4261
H -1.4824 1.4502 0.9791
H 1.1801 1.9394 0.0393
H -2.1558 -0.3606 0.4874
H -0.7587 -2.1581 -0.7216
N 1.6669 -0.2585 -0.0250
N 0.5897 -0.9181 -0.8808
N -1.7112 -0.6673 -0.4237
O 0.0945 2.1859 -0.4473
O -1.8366 -2.0154 -0.7378
*
```

Results
Relative energy (zero: lowest compared OMol25 entry of this formula, charge and spin) in kcal per mole: 200.1
F_max in eV/A: 8.2
Gap between HOMO and LUMO in eV: 9.8